(1)
The following is a quantum chemistry calculation of a structure of composition C25H26N8O2Tc, from OMol25.

CARTESIAN COORDINATES (ANGSTROEM)
Tc -0.29571 -0.39020 0.46784
O 0.19447 -2.05135 1.48546
C -0.50462 -2.75789 2.32860
C 0.02440 -4.00345 2.73287
C -0.62752 -4.80208 3.63679
C -1.84743 -4.40500 4.20660
C -2.37697 -3.19802 3.83804
C -1.74074 -2.35726 2.90093
C -2.39225 -1.11528 2.60785
N -2.02070 -0.24279 1.74402
C -2.80215 0.98523 1.55860
C -1.89832 2.04300 0.91082
N -1.24942 1.36516 -0.21052
C -1.60874 1.59688 -1.41660
C -1.31530 0.70735 -2.51898
C -1.28390 1.20700 -3.82848
C -1.08541 0.37409 -4.90362
C -0.95629 -1.00018 -4.67585
C -1.02517 -1.52127 -3.40354
C -1.19926 -0.68671 -2.28754
O -1.29997 -1.22564 -1.08861
H 0.96803 -4.29952 2.29482
H -0.18909 -5.75197 3.91622
H -2.35703 -5.03539 4.92125
H -3.31544 -2.86727 4.26949
H -3.29324 -0.90843 3.19274
H -3.21319 1.34586 2.50383
H -3.62966 0.76880 0.87649
H -1.13090 2.39006 1.60191
H -2.48429 2.90338 0.57768
H -2.21656 2.48287 -1.62214
H -1.40924 2.27308 -3.98425
H -1.04018 0.77344 -5.90700
H -0.80708 -1.66973 -5.51360
H -0.94184 -2.58462 -3.22301
C 2.57798 0.39631 -2.05883
C 3.31184 0.75472 -0.80001
C 4.63455 1.16276 -0.81183
C 5.30418 1.48336 0.36530
C 4.61697 1.41994 1.57698
C 3.29155 1.03292 1.63750
C 2.53872 0.95616 2.93396
C 2.62909 0.67230 0.43737
N 1.36204 0.21703 0.47643
H 3.21257 0.53196 -2.93391
H 1.68272 1.01328 -2.17998
H 2.23484 -0.64095 -2.03162
H 5.15439 1.21833 -1.76156
H 6.35002 1.76287 0.34119
H 5.13245 1.66335 2.50038
H 3.18380 1.21117 3.77452
H 2.13655 -0.04761 3.08576
H 1.69210 1.64763 2.92664
N 4.20728 4.53660 0.87506
N 2.89368 4.19038 0.60327
N 2.47194 3.96864 -0.61305
C 1.18905 3.71362 -0.38518
N 0.86251 3.82741 0.90714
N 1.98182 4.12839 1.53119
H 4.77945 3.79625 0.47212
H 4.29393 4.48861 1.88564
H 0.49454 3.45749 -1.16406

Values from the calculation:
**Orbital gap (spin up / spin down)**: 0.228 / 0.258 Eh
**Spin multiplicity**: 4
**Lowest unoccupied orbital energy (spin up / spin down)**: -0.1 / -0.5 eV

=====

(2)
The following is a quantum chemistry calculation of a structure of composition C13H19GdIN5OS at a distorted geometry, from OMol25.

CARTESIAN COORDINATES (ANGSTROEM)
C 5.79498 0.27575 0.22291
I 4.20745 0.75471 -0.78899
H 5.31602 -0.38276 0.82258
H 6.23220 1.07090 0.84160
H 6.55072 -0.36758 -0.24993
C -2.51924 -0.51884 -3.03067
C -1.47508 -1.08653 -3.66344
N -0.52140 -1.31223 -2.68092
C -0.95886 -0.90475 -1.47216
N -2.21294 -0.41974 -1.69890
H -3.45162 -0.18531 -3.42475
H -1.29726 -1.34270 -4.67752
C 0.61138 3.00747 1.92837
C -0.57126 1.16792 1.38665
N -0.22293 2.40919 0.99237
H 1.28866 2.23690 3.86065
N 0.03050 0.99787 2.61383
H 1.01415 3.98638 1.76734
Gd -0.36896 -0.92363 0.71377
C 1.42718 -1.99356 1.13895
O 1.92659 -3.00872 1.44197
C 0.75118 2.13046 2.93871
C -0.09507 -0.16072 3.49184
H -0.29544 0.17810 4.52383
H 0.82307 -0.76997 3.53474
H -0.94328 -0.79306 3.18258
C -0.64965 2.85987 -0.31439
H -0.34915 3.89718 -0.46296
H -1.74412 2.78691 -0.39298
H -0.18671 2.25490 -1.11240
C -3.09944 0.11058 -0.68360
H -3.64671 0.95739 -1.10214
H -2.54851 0.47526 0.20511
H -3.83271 -0.63618 -0.36595
C 0.79724 -1.89208 -2.93723
H 1.60826 -1.15609 -2.73333
H 0.80879 -2.18819 -3.99370
H 0.96314 -2.80154 -2.31901
S -4.37244 -3.36078 0.45740
C -2.93390 -2.90261 0.89621
N -1.85485 -2.45019 1.14358

Values from the calculation:
**Orbital gap (spin up / spin down)**: 0.058 / 0.290 Eh
**Spin multiplicity**: 8
**Net charge**: -2
**Lowest unoccupied orbital energy (spin up / spin down)**: 3.6 / 4.2 eV

=====

(3)
The following is a quantum chemistry calculation of a cluster of 2 separate species, C7H17NO in total at a distorted geometry, from OMol25.

CARTESIAN COORDINATES (ANGSTROEM)
C 0.71968 0.84730 2.20816
C 0.65771 1.23749 -1.07627
C -0.53369 0.37236 2.30687
C -0.57013 2.13243 -1.06836
O 1.80431 0.17162 1.77922
H 1.55231 -0.56154 1.16706
H 0.95083 1.88418 2.41990
H 1.26105 1.44283 -1.96345
H 1.29301 1.44876 -0.21930
H -1.27665 0.96959 2.80759
H -0.97338 -0.19748 0.51837
H -0.71071 -0.69402 2.35389
H -1.23532 1.89391 -1.90002
H -0.27213 3.17460 -1.17129
H -1.14492 2.02855 -0.15078
C -1.07275 -2.24905 -0.13722
N 1.45384 -1.09270 -0.66634
C 0.30254 -0.37293 -1.21007
C -0.97063 -0.77630 -0.51183
H 2.31190 -0.71626 -1.05176
H 1.41480 -2.07543 -0.91605
H 0.19113 -0.52188 -2.29480
H -1.83059 -0.48351 -1.11299
H -0.96982 -2.89386 -1.01061
H -2.04452 -2.44917 0.31210
H -0.30787 -2.51946 0.58797

Values from the calculation:
**Orbital gap**: 0.347 Eh
**SMILES string**: CCC(N)CC.C=CO
**Lowest unoccupied orbital energy**: 1.0 eV

=====

(4)
The following is a quantum chemistry calculation of the ion C7H13N2 with charge +1 at a distorted geometry, from OMol25.

CARTESIAN COORDINATES (ANGSTROEM)
C 0.80395 -1.03501 1.67253
C -0.33105 -0.37187 1.70855
C 1.30222 -1.28540 0.31992
C 0.71115 1.56377 -0.86257
C 0.65518 0.27432 -1.62039
C -0.48459 1.61043 0.06471
C 0.08936 -0.78650 -0.61982
N -2.15575 -0.37156 0.15613
N -0.78396 -0.03973 0.34997
H 1.25122 -1.32807 2.58255
H -0.78198 -0.10729 2.60074
H 2.18168 -0.71627 0.29111
H 1.37615 -2.26957 -0.04451
H 1.67569 1.39171 -0.33778
H 0.61706 2.35943 -1.48685
H -0.07442 0.36334 -2.35492
H 1.59496 -0.29283 -1.94979
H -0.48547 1.86812 1.06851
H -1.50254 1.77394 -0.31640
H -0.26262 -1.60700 -1.26162
H -2.44954 -0.75639 -0.69863
H -2.94670 -0.23755 0.73856

Values from the calculation:
**Orbital gap**: 0.426 Eh
**SMILES string**: N[N@@+]12C=CC[C@@H]1CCC2
**Net charge**: +1
**Lowest unoccupied orbital energy**: -2.5 eV